{"formula": "C17H22N3O7STa", "method": "ωB97M-V/def2-TZVPD", "elements": ["Ta", "C", "C", "C", "C", "C", "H", "H", "H", "H", "H", "N", "C", "C", "C", "O", "O", "H", "H", "H", "H", "H", "H", "O", "C", "O", "C", "C", "N", "N", "C", "C", "O", "O", "H", "H", "H", "O", "S", "C", "C", "C", "C", "H", "H", "H", "H", "H", "H", "H", "H"], "xyz": [[0.16954, -0.29948, 0.27771], [-1.34180, 3.21045, 0.48939], [-0.98843, 2.34513, 1.47118], [-1.53837, 1.01062, 1.16516], [-2.29658, 1.22555, -0.09274], [-2.14962, 2.51730, -0.47875], [-1.10074, 4.25619, 0.43242], [-0.44560, 2.56707, 2.37519], [-2.06859, 0.51129, 1.97825], [-2.96643, 0.49578, -0.51686], [-2.58562, 2.98414, -1.34250], [2.48914, -1.25079, -1.09360], [3.47644, -0.15194, -0.96619], [2.99376, 1.07408, -1.75162], [1.56948, 1.39959, -1.38335], [0.71081, 1.76044, -2.15171], [1.22673, 1.10658, -0.14403], [2.87049, -2.08842, -0.65370], [2.39567, -1.47488, -2.08673], [4.46213, -0.45134, -1.33727], [3.57247, 0.09107, 0.09752], [3.04618, 0.90386, -2.83073], [3.62801, 1.93691, -1.52971], [-2.26229, -4.58398, -3.24307], [-2.15886, -3.50395, -3.98391], [-2.44992, -3.45174, -5.14036], [-1.60768, -2.24772, -3.32996], [-1.38913, -1.06680, -4.04278], [-0.84115, -0.18070, -3.21353], [-0.67745, -0.68699, -1.98794], [-1.15114, -1.94825, -2.03648], [-1.15659, -2.69545, -0.75785], [-1.51100, -3.83670, -0.63483], [-0.71735, -1.92414, 0.22275], [-2.04938, -4.50682, -2.29177], [-1.61118, -0.87514, -5.07603], [-0.57014, 0.78467, -3.39596], [0.86381, -0.73847, 2.05280], [0.38819, -1.23206, 3.47041], [1.92395, -1.01412, 4.43735], [2.38345, -2.39275, 4.89411], [2.01359, -3.36449, 3.77928], [0.57035, -3.04719, 3.41159], [1.72810, -0.33197, 5.26125], [2.63002, -0.55260, 3.74562], [1.88314, -2.67112, 5.82170], [3.45789, -2.38846, 5.07440], [2.11132, -4.40064, 4.10473], [2.67206, -3.21949, 2.92096], [-0.12580, -3.42343, 4.16203], [0.25349, -3.41353, 2.43525]], "atomic_forces_ev_per_a": [[-2.96, 1.19, 1.68], [0.03, -0.09, 0.05], [0.06, -0.04, 0.16], [0.79, -0.78, -0.51], [0.18, -0.81, 0.15], [0.39, 0.15, 0.06], [0.09, 0.16, 0.06], [0.16, 0.10, 0.00], [0.11, -0.18, -0.05], [0.00, -0.07, -0.15], [-0.16, 0.03, -0.17], [-0.39, 0.06, 0.30], [0.22, 0.24, 0.00], [0.08, -0.14, 0.33], [0.29, 0.74, -3.04], [0.72, 0.25, 0.24], [1.39, 1.81, 0.54], [-0.11, 0.08, -0.13], [-0.16, -0.09, 0.23], [-0.14, 0.05, 0.08], [0.06, -0.02, -0.20], [-0.11, 0.09, 0.13], [-0.01, -0.03, 0.00], [-0.17, -0.72, 0.21], [0.20, 0.91, 0.19], [-0.01, -0.13, -0.04], [0.13, -0.01, 0.15], [-0.21, -0.74, 0.24], [0.17, 0.23, 0.29], [0.30, -0.43, 1.19], [-0.12, 0.37, -0.75], [-0.78, -1.37, -1.64], [0.27, 0.62, 0.31], [-0.55, -1.76, 0.61], [0.02, 0.32, -0.32], [0.01, 0.17, -0.15], [0.03, -0.22, 0.14], [0.27, 0.23, -0.82], [0.27, -0.56, 0.58], [0.07, 0.14, 0.27], [-0.06, -0.23, -0.11], [0.12, 0.10, 0.08], [0.11, -0.08, -0.08], [-0.10, 0.11, -0.07], [-0.12, 0.04, -0.08], [0.03, 0.00, 0.03], [-0.04, 0.08, 0.08], [-0.08, 0.02, -0.09], [-0.03, -0.03, -0.04], [-0.12, 0.09, 0.06], [-0.16, 0.17, -0.02]], "lowdin_charge": [1.94, -0.06, -0.11, -0.33, -0.15, -0.05, 0.12, 0.11, 0.12, 0.11, 0.12, 0.00, -0.22, -0.06, -0.55, 0.11, -0.19, 0.10, 0.11, 0.13, 0.12, 0.14, 0.15, 0.17, -0.48, 0.16, 0.00, 0.07, 0.07, -0.01, -0.13, -0.46, 0.18, -0.19, 0.09, 0.16, 0.16, -0.65, 1.16, -0.26, -0.20, -0.21, -0.27, 0.11, 0.11, 0.13, 0.14, 0.14, 0.12, 0.12, 0.10], "mol_weight_g_mol": 593.4, "charge": 2}

=====

{"formula": "C17H22N4O3S", "method": "ωB97M-V/def2-TZVPD", "elements": ["C", "H", "C", "H", "H", "C", "N", "C", "O", "C", "C", "C", "N", "O", "C", "H", "H", "S", "C", "C", "C", "N", "C", "C", "H", "H", "H", "H", "C", "O", "N", "H", "C", "C", "C", "H", "H", "H", "H", "H", "H", "H", "H", "H", "H", "H", "H"], "xyz": [[-3.99052, -2.45063, -0.25364], [-3.74190, -1.44958, 0.09214], [-3.30151, -3.50574, 0.60290], [-3.62059, -3.40408, 1.64297], [-3.58720, -4.50141, 0.26124], [-1.77821, -3.39324, 0.52782], [-1.31475, -2.13061, 1.05348], [-0.68527, -1.21438, 0.30619], [-0.40122, -1.37027, -0.87188], [-0.32821, 0.01636, 1.05177], [0.16550, 1.24542, 0.67619], [0.34531, 1.91839, 1.92732], [-0.01747, 1.14916, 2.91857], [-0.44965, -0.01803, 2.39765], [0.98457, 3.22540, 2.15613], [0.52654, 3.99900, 1.54110], [0.96379, 3.48815, 3.21223], [2.73173, 3.17178, 1.55710], [3.07884, 1.43814, 1.74873], [3.52152, 0.70932, 0.65227], [3.69447, -0.65671, 0.80535], [3.45853, -1.29970, 1.93642], [3.07079, -0.59170, 2.98354], [2.87331, 0.77941, 2.95478], [2.54828, 1.31080, 3.83466], [2.90376, -1.15293, 3.89340], [4.01764, -1.27143, -0.02408], [3.69779, 1.19829, -0.29221], [0.39879, 1.89930, -0.64482], [0.34279, 3.11219, -0.74415], [0.70149, 1.05969, -1.64431], [0.54614, 0.06231, -1.51438], [0.86239, 1.52005, -3.00416], [-0.21429, 0.94092, -3.92197], [-1.61083, 1.39259, -3.51406], [-2.35376, 1.00639, -4.20770], [-1.85166, 1.02796, -2.51786], [-1.67328, 2.47836, -3.50608], [-0.00453, 1.26117, -4.94396], [-0.15983, -0.14946, -3.88810], [0.80593, 2.61133, -2.98420], [1.85382, 1.22097, -3.36246], [-1.50664, -1.92453, 2.02255], [-1.44396, -3.44264, -0.51067], [-1.31235, -4.20711, 1.09253], [-5.06996, -2.56898, -0.20764], [-3.67612, -2.53970, -1.29065]], "atomic_forces_ev_per_a": [[0.02, -0.16, 0.15], [-0.02, 0.12, -0.02], [0.17, 0.19, -0.19], [-0.03, -0.10, 0.05], [0.00, -0.06, 0.09], [-0.19, -0.36, -0.09], [-0.10, -0.03, 0.24], [-0.09, -0.18, 0.36], [0.02, 0.04, -0.20], [0.57, 1.18, -0.19], [-0.52, -0.65, 0.48], [-0.60, -0.59, -0.26], [0.18, 1.02, 0.52], [-0.17, -0.61, -0.65], [0.44, 0.20, 0.08], [-0.03, -0.05, 0.09], [-0.10, -0.02, -0.06], [0.02, -0.13, 0.08], [0.10, 0.29, 0.07], [-0.01, 0.02, 0.19], [0.09, 0.14, -0.24], [0.09, -0.54, -0.01], [-0.12, 0.21, 0.28], [0.23, -0.12, -0.17], [-0.01, 0.02, 0.07], [-0.04, 0.02, 0.13], [0.05, 0.02, -0.13], [-0.03, 0.02, -0.14], [0.12, -0.45, -0.04], [-0.11, 0.28, 0.09], [0.06, -0.12, -0.27], [-0.01, 0.12, 0.22], [0.08, 0.08, -0.32], [-0.03, 0.19, 0.22], [0.15, -0.11, -0.11], [-0.12, -0.01, -0.02], [-0.09, 0.00, 0.10], [-0.06, 0.12, 0.02], [0.05, -0.08, -0.04], [0.04, -0.06, -0.11], [0.08, -0.13, -0.06], [-0.06, 0.12, 0.00], [0.08, 0.10, -0.08], [0.00, -0.08, 0.14], [0.02, 0.05, -0.12], [-0.10, 0.06, -0.03], [0.01, 0.03, -0.14]], "lowdin_charge": [-0.10, 0.07, -0.24, 0.11, 0.11, -0.18, 0.09, -0.40, 0.06, -0.08, 0.01, -0.32, 0.13, 0.01, -0.35, 0.08, 0.09, 0.96, -0.54, -0.09, -0.15, 0.06, -0.14, -0.09, 0.11, 0.11, 0.11, 0.10, -0.45, 0.06, 0.09, 0.10, -0.18, -0.24, -0.10, 0.07, 0.06, 0.08, 0.11, 0.11, 0.12, 0.12, 0.15, 0.12, 0.12, 0.07, 0.08], "mol_weight_g_mol": 362.5}

=====

Frontier orbital gap
In order: 0.2426, 0.3227
Unit: hartree
DFT total energy
In order: -49162.2488, -40924.2625
Unit: eV